[1]
Entry from the Open Molecules 2025 dataset: a structure of composition C40H45AsO4PTeV (ωB97M-V/def2-TZVPD).

Properties
**LUMO (alpha / beta)**: -2.139 / -2.027 eV
**Kohn-Sham gap (alpha / beta)**: 0.25446 / 0.26891 hartree
**ΔE to the lowest compared entry with this formula, charge and spin**: 107.2 kJ/mol
**E_tot**: -5641.062922 hartree

The geometry in ORCA input format:
```
! RIJCOSX wB97M-V def2-TZVPD def2/J DEFGRID3
* xyz 1 4
V 0.05 -1.03 -2.51
C 2.40 -1.86 -4.61
C 2.55 -0.40 -5.05
O 1.81 0.39 -4.15
C 1.44 1.65 -4.69
C 0.47 2.33 -3.71
O -0.51 1.46 -3.19
C -1.78 1.40 -3.82
C -1.78 0.55 -5.10
O -1.14 -0.67 -4.79
C -0.61 -1.35 -5.90
C 0.21 -2.55 -5.38
O 1.07 -2.20 -4.30
H 2.95 -2.00 -3.67
H 2.81 -2.52 -5.38
H 2.18 -0.26 -6.07
H 3.61 -0.10 -5.04
H 0.96 1.49 -5.67
H 2.32 2.29 -4.83
H 0.01 3.19 -4.21
H 1.04 2.69 -2.85
H -2.15 2.41 -4.04
H -2.42 0.93 -3.07
H -1.26 1.08 -5.91
H -2.82 0.38 -5.42
H 0.03 -0.68 -6.50
H -1.41 -1.72 -6.55
H 0.77 -3.00 -6.20
H -0.49 -3.28 -4.96
Te -1.21 -3.23 -2.06
C 0.32 -3.93 -0.78
C 1.55 -3.28 -0.73
C 2.55 -3.70 0.14
C 2.33 -4.78 0.97
C 1.11 -5.44 0.93
C 0.12 -5.02 0.06
H 1.73 -2.42 -1.40
H 3.50 -3.18 0.16
H 3.10 -5.12 1.64
H 0.93 -6.29 1.57
H -0.84 -5.53 0.04
C -0.93 1.68 -0.23
C -0.71 2.36 1.12
As -2.04 1.89 2.55
C -0.81 1.00 3.79
C -1.11 -0.27 4.27
C -0.25 -0.92 5.13
C 0.92 -0.29 5.55
C 1.21 0.99 5.10
C 0.35 1.62 4.22
C -2.01 3.54 3.61
C -2.73 3.44 4.80
C -2.78 4.49 5.70
C -2.12 5.67 5.41
C -1.41 5.79 4.22
C -1.36 4.73 3.33
P -0.39 -0.09 -0.41
C 1.24 0.04 0.40
C 2.26 0.53 -0.41
C 3.52 0.78 0.11
C 3.78 0.51 1.45
C 2.77 0.00 2.25
C 1.50 -0.22 1.74
C -1.49 -1.00 0.74
C -1.03 -2.13 1.40
C -1.90 -2.90 2.16
C -3.23 -2.53 2.28
C -3.71 -1.44 1.58
C -2.85 -0.68 0.80
H -0.35 2.22 -0.99
H -1.98 1.74 -0.52
H -0.83 3.43 0.94
H 0.31 2.20 1.49
H -2.03 -0.75 3.96
H -0.48 -1.91 5.49
H 1.59 -0.79 6.23
H 2.10 1.49 5.44
H 0.58 2.63 3.88
H -3.24 2.51 5.02
H -3.33 4.39 6.62
H -2.16 6.50 6.10
H -0.90 6.72 4.00
H -0.79 4.85 2.41
H 2.05 0.74 -1.46
H 4.29 1.20 -0.52
H 4.76 0.69 1.86
H 2.96 -0.21 3.29
H 0.72 -0.58 2.39
H 0.01 -2.43 1.32
H -1.53 -3.78 2.66
H -3.89 -3.10 2.91
H -4.76 -1.18 1.62
H -3.25 0.15 0.23
*
```

Need the Mulliken charges? In units of e they are: V 0.16; C -0.81; C -0.65; O 0.02; C -0.85; C -0.83; O 0.24; C -0.66; C -0.83; O -0.11; C -0.66; C -0.77; O -0.09; H 0.22; H 0.47; H 0.37; H 0.45; H 0.37; H 0.51; H 0.49; H 0.35; H 0.51; H 0.18; H 0.39; H 0.47; H 0.27; H 0.46; H 0.48; H 0.20; Te -0.14; C -0.28; C 0.49; C -0.58; C -0.71; C -0.63; C -0.40; H 0.22; H 0.45; H 0.42; H 0.44; H 0.48; C -0.96; C -0.97; As 0.27; C 0.25; C -0.45; C -0.59; C -0.43; C -0.88; C -0.25; C 0.31; C -0.49; C -0.75; C -0.42; C -0.77; C 0.01; P 1.12; C 1.39; C -0.95; C -0.87; C -1.13; C -0.93; C 0.21; C 1.27; C -0.30; C -1.12; C -1.08; C -0.44; C -0.32; H 0.21; H 0.77; H 0.70; H 0.30; H 0.72; H 0.46; H 0.44; H 0.42; H 0.41; H 0.36; H 0.39; H 0.39; H 0.39; H 0.27; H 0.29; H 0.47; H 0.41; H 0.59; H -0.04; H 0.51; H 0.56; H 0.41; H 0.46; H 0.23

---

[2]
Entry from the Open Molecules 2025 dataset: a cluster of 2 separate species, C2H6N2O6 in total (ωB97M-V/def2-TZVPD).

Properties
**LUMO**: 0.707 eV
**Kohn-Sham gap**: 0.40670 hartree
**SMILES**: NC(=O)OO.NC(=O)OO
**E_tot**: -640.606264 hartree

The geometry in ORCA input format:
```
! RIJCOSX wB97M-V def2-TZVPD def2/J DEFGRID3
* xyz 0 1
N -2.18 0.55 -0.85
C -1.14 1.10 -0.18
O -1.20 1.94 0.69
O 0.11 0.85 -0.90
O 1.06 1.93 -0.68
H -2.01 -0.37 -1.24
H -3.08 0.67 -0.42
H 0.51 2.63 -0.28
N 2.02 -0.36 1.02
C 1.20 -1.08 0.22
O 1.53 -1.98 -0.52
O -0.19 -1.07 0.81
O -0.98 -2.06 0.08
H 1.62 0.48 1.43
H 3.01 -0.54 0.92
H -0.28 -2.72 -0.10
*
```

Need the natural (NBO) charges? In units of e they are: N -0.82; C 0.88; O -0.63; O -0.31; O -0.42; H 0.42; H 0.41; H 0.48; N -0.83; C 0.89; O -0.62; O -0.32; O -0.45; H 0.42; H 0.42; H 0.48

---

[3]
Entry from the Open Molecules 2025 dataset: an isolated molecule of C4H4O2 (ωB97M-V/def2-TZVPD).

Properties
**LUMO**: -0.047 eV
**Kohn-Sham gap**: 0.39067 hartree
**SMILES**: C#CC(=O)CO
**ΔE to the lowest compared entry with this formula, charge and spin**: 174.4 kJ/mol
**E_tot**: -305.213016 hartree

The geometry in ORCA input format:
```
! RIJCOSX wB97M-V def2-TZVPD def2/J DEFGRID3
* xyz 0 1
C 0.50 -1.43 -2.12
C 0.09 -0.85 -1.14
C -0.48 -0.22 0.04
O -1.58 -0.52 0.44
C 0.33 0.84 0.77
O -0.23 1.11 2.01
H 0.83 -1.97 -2.98
H 1.37 0.52 0.88
H 0.34 1.74 0.12
H -1.15 0.78 1.97
*
```

Need the natural (NBO) charges? In units of e they are: C -0.11; C -0.14; C 0.49; O -0.51; C -0.15; O -0.70; H 0.24; H 0.20; H 0.19; H 0.49

---

[4]
Entry from the Open Molecules 2025 dataset: an isolated molecule of C4H2ClNO2 (ωB97M-V/def2-TZVPD).

Properties
**LUMO**: -0.559 eV
**Kohn-Sham gap**: 0.35918 hartree
**SMILES**: O=Cc1oncc1Cl
**ΔE to the lowest compared entry with this formula, charge and spin**: 182.9 kJ/mol
**E_tot**: -818.976003 hartree

The geometry in ORCA input format:
```
! RIJCOSX wB97M-V def2-TZVPD def2/J DEFGRID3
* xyz 0 1
O -1.96 -0.55 1.97
C -0.89 -0.10 1.69
C -0.33 -0.14 0.29
O -0.98 -0.82 -0.63
N -0.42 -0.72 -1.84
C 0.68 0.01 -1.64
C 0.77 0.43 -0.30
Cl 2.05 1.33 0.47
H -0.21 0.33 2.52
H 1.30 0.22 -2.53
*
```

Need the natural (NBO) charges? In units of e they are: O -0.47; C 0.38; C 0.15; O -0.22; N -0.07; C -0.07; C -0.14; Cl 0.05; H 0.14; H 0.24

---

The largest force on an atom results, record by record, are as follows: 2.8 3.2 0.6 2.4 eV/A.
The molar mass results, record by record, are as follows: 874.2 154.1 84.1 131.5 g/mol.